132
Properties=species:S:1:pos:R:3:mulliken_charge:R:1 method="wB97M-V/def2-TZVPD" energy_ev=-60189.6869 gap_ha=0.366 e_homo_ev=-9.784 relative_energy_kcal_mol=22.7
C -2.48 -4.87 -1.09 0.57
H -5.69 -0.23 -5.43 0.34
H -0.13 -3.19 3.19 0.15
H 4.87 0.70 5.71 0.35
H 5.55 -0.81 5.09 0.34
C -0.35 0.72 -0.21 1.32
H 2.57 -0.27 5.63 0.10
H -1.95 -0.89 4.57 0.15
C -6.10 -2.79 -0.51 -1.32
H -2.38 1.50 -5.01 0.41
H 0.53 4.40 6.04 0.39
H -3.08 1.44 5.70 0.29
H -0.74 3.27 -3.36 0.01
H 3.00 -3.44 0.86 0.29
H 1.84 2.58 -3.83 0.16
H 1.49 -2.18 -2.23 -0.25
O 3.70 1.94 -4.35 -0.59
C -0.17 -3.35 4.26 -0.62
C 6.16 1.34 1.82 -1.13
H 3.99 -0.80 3.00 0.23
H -2.02 -2.90 -1.84 -0.01
O -2.89 0.51 5.77 -0.58
H 0.50 2.75 -1.40 -0.02
H 0.29 0.08 -2.03 -0.37
H 5.48 1.59 2.64 0.15
H 0.90 3.65 2.33 0.45
H 2.49 -4.58 -1.14 0.25
H -4.91 -1.29 0.43 -0.04
C -4.21 0.49 -4.29 1.21
H -0.21 5.98 -0.09 0.34
H 1.35 -0.26 -5.84 0.46
H -1.25 -6.57 -1.79 0.30
H -2.43 1.03 -0.90 0.31
C -0.27 5.86 -1.17 -1.60
H 2.38 -2.52 -5.71 0.41
C 0.91 3.01 4.41 1.02
H 0.85 1.91 2.50 0.07
H 0.20 -1.36 0.13 0.26
O 0.22 0.94 -1.53 0.88
H -2.34 0.76 -3.39 -0.03
C 5.62 1.70 0.48 0.45
C -1.83 0.15 4.83 0.00
H 2.58 1.48 -2.68 -0.53
H -4.38 -0.24 -3.48 -0.34
C -4.93 1.77 -3.95 -1.29
O 0.37 -2.15 4.88 -0.42
O -4.74 -0.08 -5.53 -0.62
H 1.48 -0.12 0.57 -0.29
H -4.81 2.15 -2.94 0.28
H 3.05 -2.99 -4.14 0.37
H 3.15 3.17 -2.77 0.40
H -6.29 0.60 -0.53 0.40
H 3.86 1.39 -0.71 -0.21
C 3.40 -0.69 5.05 0.80
C -0.82 4.32 -3.06 -1.03
O 6.41 1.06 -0.56 -0.60
H 7.14 1.80 2.03 0.46
C 0.80 -0.59 -4.95 -1.25
H 0.67 6.22 -1.60 0.34
C -1.84 -6.27 -0.92 -1.30
C -6.25 -0.39 -1.01 -0.82
H -2.26 -0.26 -4.79 0.26
H 2.27 -2.24 4.85 0.36
H 4.33 -3.25 -0.31 0.38
H -0.35 1.65 0.35 -0.25
H -0.63 2.90 2.79 0.44
H 5.65 2.79 0.33 0.24
C 2.16 -2.59 -4.64 -1.50
H 4.79 -0.79 6.68 0.40
H 6.29 0.25 1.86 0.27
O 1.02 -1.51 -2.75 0.07
C 0.42 -0.38 0.54 -0.87
H 3.51 1.86 0.90 0.24
H -5.46 -0.25 -1.77 -0.20
H -0.66 -3.75 -1.08 0.23
H 3.07 -1.99 -0.11 -0.05
H -1.29 -6.36 0.01 0.33
C 2.77 2.33 -3.34 0.15
O -3.69 -4.89 -1.88 -0.59
H 0.40 -4.24 4.54 0.30
H 0.06 -1.31 -5.33 0.40
C 0.45 2.83 2.92 -1.26
H 2.62 -0.65 -3.83 0.07
C -2.72 0.65 -4.42 -1.02
H -0.86 4.16 4.96 0.36
H 1.34 -3.31 -4.54 0.26
C 4.73 -0.38 5.67 -1.60
H -7.06 -2.88 -1.02 0.34
H -1.90 0.73 3.90 0.05
C -1.55 -3.87 -1.71 -0.91
H 0.63 2.10 4.93 -0.09
H -1.22 -3.49 4.54 0.34
C -1.84 0.32 -0.31 -1.38
H 0.11 -0.36 1.60 0.30
H 0.23 0.25 -4.54 -0.05
H 4.52 1.72 -3.89 0.31
H -1.22 -4.25 -2.68 0.31
C 0.23 4.24 5.00 -1.60
H 3.38 0.86 3.48 0.02
H -1.31 4.01 -0.95 0.09
H 7.30 1.44 -0.57 0.32
H -7.20 -0.57 -1.51 0.36
O 2.32 3.15 4.42 -0.57
H 2.30 -0.47 3.22 -0.25
O 0.71 3.70 -1.29 -0.42
C 3.27 -3.06 -0.14 -0.36
H 4.00 0.19 0.56 -0.14
O 3.21 -2.12 5.11 -0.66
C 3.30 -0.22 3.62 -0.05
H -2.28 0.25 0.70 0.45
H 2.58 3.58 3.60 0.36
C -5.92 -1.43 0.02 0.89
H -1.09 6.46 -1.56 0.40
C -0.49 4.42 -1.58 1.09
H -5.29 -3.03 -1.19 0.30
H -0.07 4.88 -3.62 0.30
H -6.99 -0.39 1.35 0.33
C 1.72 -1.26 -4.03 1.03
H -2.76 -4.50 -0.08 0.24
H -4.63 2.56 -4.64 0.35
H -4.35 -5.30 -1.31 0.35
H -6.12 -3.55 0.28 0.36
O -6.86 -1.32 1.14 -0.61
C 4.20 1.24 0.32 -0.06
H -6.00 1.58 -4.16 0.41
H -1.96 -0.66 -0.78 -0.05
H -2.64 -7.03 -0.88 0.38
H -1.83 4.67 -3.28 0.42
O 2.44 -3.62 -1.17 -0.48
H 0.56 5.13 4.47 0.32
H -0.85 0.35 5.28 0.10
H 0.16 -2.15 5.82 0.25

14
Properties=species:S:1:pos:R:3:mulliken_charge:R:1 method="wB97M-V/def2-TZVPD" charge=+1 energy_ev=-7804.5448 gap_ha=0.344 e_homo_ev=-14.856 relative_energy_kcal_mol=82.0
O 0.32 -0.79 1.38 -0.55
C 0.03 0.08 -0.97 -0.52
H 0.91 0.02 -1.54 0.44
H -2.89 -1.59 -1.40 0.27
N 1.70 0.98 1.61 -0.34
H -2.50 -0.62 -2.93 0.34
H 2.00 0.97 0.66 0.17
H 2.50 1.37 2.10 0.26
H 0.45 0.15 3.21 0.33
C -2.24 -0.88 -2.00 -0.58
H -0.02 -0.57 -0.01 0.27
C -1.17 -0.39 -1.50 0.29
C 0.71 0.14 2.08 0.26
H 0.19 1.12 -0.70 0.35

13
Properties=species:S:1:pos:R:3:mulliken_charge:R:1 method="wB97M-V/def2-TZVPD" energy_ev=-17593.9212 gap_ha=0.250 e_homo_ev=-6.859 relative_energy_kcal_mol=92.4
C 0.28 1.75 -0.29 -0.81
H -0.80 1.77 -0.05 0.27
C 1.18 -1.94 0.03 -0.47
H -2.79 0.83 1.21 0.32
N 1.41 -0.55 -0.07 -0.13
H 0.80 2.44 0.36 0.31
H 0.10 -2.14 0.04 0.14
O -2.47 0.86 0.30 -0.56
H 1.65 -2.31 0.94 0.25
H 1.64 -2.43 -0.83 0.25
S -2.11 -0.75 -0.14 -0.36
H 0.38 2.06 -1.33 0.28
C 0.73 0.42 -0.16 0.52

26
Properties=species:S:1:pos:R:3:mulliken_charge:R:1 method="wB97M-V/def2-TZVPD" energy_ev=-48956.1431 gap_ha=0.260 e_homo_ev=-7.823
C 0.03 -1.16 -0.87 0.06
H -2.10 0.86 0.63 0.53
C 2.13 0.12 -1.03 -1.02
N 0.73 -0.05 -0.64 0.67
P -2.38 -2.28 -0.58 0.12
C 3.60 -1.50 0.20 -1.36
O -1.70 3.13 1.35 -0.66
H 0.38 -2.05 -1.34 0.43
H -4.50 3.35 2.27 0.30
H 2.63 0.17 1.09 0.34
H 2.77 -2.17 0.39 0.33
H 2.25 1.10 -1.45 0.44
C -1.20 0.35 0.15 -0.21
N -1.20 -0.94 -0.38 0.07
H -2.46 -1.39 -2.52 0.34
O -3.50 1.77 1.33 -0.85
O -3.66 3.82 2.22 -0.51
H 4.08 -1.80 -0.73 0.39
H 4.31 -1.61 1.01 0.38
C -2.87 2.86 1.58 0.73
H 2.33 -0.63 -1.79 0.35
Cl 4.47 1.02 -0.12 -0.19
C 3.09 -0.08 0.14 0.45
N 0.00 0.87 -0.02 -0.74
O -3.12 -1.80 -1.95 -0.43
I -4.09 -1.94 1.07 0.06

16
Properties=species:S:1:pos:R:3:mulliken_charge:R:1 method="wB97M-V/def2-TZVPD" energy_ev=-10340.0559 gap_ha=0.340 e_homo_ev=-8.416 relative_energy_kcal_mol=61.6
N 1.09 -0.24 -0.95 -0.57
C -0.35 -0.80 0.81 0.14
H -0.80 -1.47 1.56 0.40
C -0.14 0.57 -1.05 -0.09
H -0.63 2.49 0.07 0.28
H 1.82 -1.24 0.94 0.30
H 0.76 -2.28 -0.26 0.31
C 0.02 1.50 0.14 -0.58
C 0.91 -1.20 0.23 -0.68
H 1.30 -0.93 -1.75 0.30
H -0.93 0.96 1.85 0.32
N -0.12 0.57 1.29 -0.53
H 1.06 1.86 -0.09 0.28
O -2.42 -0.54 -0.47 -0.59
C -1.23 -0.36 -0.36 0.14
H -0.33 1.11 -1.94 0.56

15
Properties=species:S:1:pos:R:3:mulliken_charge:R:1 method="wB97M-V/def2-TZVPD" energy_ev=-7830.5461 gap_ha=0.398 e_homo_ev=-9.965 relative_energy_kcal_mol=40.9
H 0.65 -1.84 -0.50 0.27
H -1.69 -1.22 -0.83 0.31
C -1.69 0.59 0.35 -1.09
C 2.06 0.65 -0.29 0.04
H 1.78 0.43 1.34 0.28
H 2.70 1.26 0.51 0.13
H -1.01 1.39 0.63 0.30
H -0.12 -1.60 1.06 0.39
H -2.06 0.12 1.27 0.30
C 0.23 -1.07 0.16 -0.62
N 1.30 -0.09 0.54 -0.07
H -2.55 1.04 -0.16 0.33
O 2.15 0.77 -1.49 -0.53
C -0.99 -0.43 -0.54 -0.37
H -0.66 0.04 -1.48 0.31